(1)
Density functional theory data (ωB97M-V/def2-TZVPD) for a gas-phase ion, C5H6N (charge +1) at a distorted geometry.

```
12
Properties=species:S:1:pos:R:3:forces:R:3
C 0.389 1.440 -0.694 0.5117 -1.3685 -0.3891
H 1.082 0.005 1.715 0.6214 0.2661 0.3577
C -0.349 -0.931 0.136 -1.2420 2.7284 -0.5457
C -0.930 -0.510 1.364 1.8960 -0.2309 1.4393
H -1.706 -0.079 1.964 -0.3320 0.1600 0.1492
H -0.314 -1.929 -0.036 0.0899 -2.8091 -1.1943
N 0.357 -0.619 1.410 -2.2115 0.5420 -0.1550
H 0.242 2.425 -0.334 0.1986 0.5864 0.2824
C 0.982 0.521 -1.398 -0.5047 1.5246 1.1764
H 1.863 0.176 -1.868 0.4558 -0.2391 -0.6272
H -1.141 0.321 -1.645 -1.4657 -1.1217 -0.4423
C -0.395 0.166 -0.918 1.9825 -0.0382 -0.0515
```
Positions in Å, forces in eV/Å.

Net charge: +1
HOMO energy (hartree): -0.5322
Max |F| (eV/A): 3.1
Relative energy (zero: lowest compared OMol25 entry of this formula, charge and spin) (kcal/mol): 128.8

---

(2)
Density functional theory data (ωB97M-V/def2-TZVPD) for C2H3BrN2S in the gas phase at a distorted geometry.

```
9
Properties=species:S:1:pos:R:3:forces:R:3
H -1.632 0.062 1.382 2.9714 -0.1124 -2.0063
C 1.076 -0.994 -0.270 2.7593 -2.9268 -0.7327
N 1.045 0.223 -0.592 -0.4468 1.3907 -0.0531
N -0.686 -0.091 0.814 -4.2322 2.5814 2.3399
C -0.114 0.848 -0.064 -0.2489 0.1231 0.6145
H 1.932 -1.727 -0.574 -1.6655 1.5901 0.3892
Br -1.431 1.410 -1.800 0.4254 -0.3876 0.6432
S -0.136 -1.628 0.756 0.3698 -0.8484 -0.4803
H -0.054 1.898 0.347 0.0676 -1.4098 -0.7144
```
Positions in Å, forces in eV/Å.

HOMO energy (hartree): -0.3133
Max |F| (eV/A): 5.5
Relative energy (zero: lowest compared OMol25 entry of this formula, charge and spin) (kcal/mol): 21.0

---

(3)
Density functional theory data (ωB97M-V/def2-TZVPD) for a molecular structure, C20H20N3O5S2SeV.

```
52
Properties=species:S:1:pos:R:3:forces:R:3
N 1.071 2.515 3.159 -0.0050 -0.0186 -0.0160
H 0.440 -3.287 2.209 0.0107 -0.0002 -0.0012
C 3.195 2.261 2.666 0.0054 0.0290 0.0210
C -1.608 -3.845 0.543 0.0177 -0.0077 -0.0008
H 2.517 1.948 -0.511 -0.0035 0.0039 0.0002
C 0.152 -2.409 1.637 -0.0086 0.0160 -0.0038
S -3.943 0.548 -2.235 0.0152 -0.0024 0.0233
H -0.015 -4.575 -0.817 -0.0016 -0.0021 0.0013
H -2.674 -3.945 0.350 -0.0018 0.0040 0.0014
C -2.734 0.580 -4.790 0.0061 0.0052 0.0038
H -0.466 1.555 4.206 0.0085 -0.0037 -0.0031
C 1.188 2.616 1.827 -0.0133 0.0248 0.0090
C -0.165 2.566 3.939 -0.0182 -0.0081 0.0164
V -0.635 0.567 0.355 0.0446 -0.0701 0.1949
C -0.319 0.787 -4.875 0.0143 0.0022 0.0092
Se -0.209 2.907 0.580 -0.0022 -0.0060 0.0212
H -3.689 0.488 -5.288 0.0000 -0.0048 0.0005
H 3.028 3.624 -0.154 0.0019 0.0003 0.0035
C -2.811 0.711 -0.986 -0.0036 -0.0170 -0.0597
O -1.223 -1.626 -0.063 -0.0022 -0.0382 -0.0204
H -1.597 0.621 -6.592 0.0035 -0.0009 0.0002
O -0.217 -0.060 1.920 -0.0769 0.1206 -0.0302
H -2.053 -2.067 1.801 0.0014 -0.0048 0.0002
H 2.461 2.163 4.753 -0.0043 -0.0019 0.0004
C 3.064 2.588 0.175 0.0068 -0.0186 -0.0079
C -2.640 0.625 -3.406 0.0149 -0.0032 0.0019
C 0.947 -2.308 0.276 0.0217 -0.0052 -0.0073
H -1.432 -3.938 -1.643 0.0008 0.0021 -0.0014
H 0.014 -1.967 -1.712 0.0022 -0.0042 0.0012
C 1.672 -0.988 0.114 0.0719 -0.0259 0.0394
H -0.942 3.046 3.351 0.0050 0.0025 -0.0027
N -1.544 0.833 -1.380 -0.0661 0.0201 -0.0633
H 1.686 -3.102 0.199 0.0040 0.0059 0.0100
C -1.556 0.657 -5.512 -0.0131 -0.0007 -0.0106
C 0.312 -1.210 2.535 0.0322 -0.0599 -0.0140
C -1.305 -2.474 1.125 -0.0191 0.0297 0.0042
C -0.225 0.846 -3.497 -0.0191 0.0072 0.0124
H 4.095 2.252 0.227 -0.0008 -0.0082 -0.0021
C -0.194 -2.414 -0.745 -0.0343 0.0136 -0.0255
H 0.727 0.963 -2.998 0.0046 -0.0051 -0.0037
C -0.792 -3.814 -0.773 0.0012 -0.0031 0.0112
O 0.784 -1.130 3.612 -0.0062 0.0185 -0.0015
C 2.311 2.285 3.695 0.0179 -0.0123 -0.0058
O 2.794 -0.748 0.421 -0.0160 -0.0098 0.0055
H 4.262 2.122 2.661 0.0024 0.0018 -0.0075
O 0.872 0.004 -0.420 -0.0366 0.0307 -0.0912
N 2.484 2.473 1.515 -0.0085 -0.0218 -0.0096
H -1.311 -4.642 1.221 0.0002 -0.0032 -0.0032
C -1.404 0.761 -2.766 0.0195 -0.0011 -0.0201
H 0.015 3.148 4.838 0.0056 0.0026 -0.0045
H 0.580 0.851 -5.473 -0.0015 -0.0013 -0.0031
S -2.968 0.636 0.725 0.0223 0.0297 0.0281
```
Positions in Å, forces in eV/Å.

Net charge: +2
HOMO energy (hartree): -0.5355
Max |F| (eV/A): 0.2
Relative energy (zero: lowest compared OMol25 entry of this formula, charge and spin) (kcal/mol): 0.0

---

(4)
Density functional theory data (ωB97M-V/def2-TZVPD) for a molecular structure, C5H8O2.

```
15
Properties=species:S:1:pos:R:3:forces:R:3
H 1.865 0.623 1.512 -0.0053 -0.1228 -0.0810
C 1.845 -0.086 0.679 -0.0079 -0.0296 0.0186
O 0.298 1.424 -0.519 0.1023 0.1159 -0.0448
H -0.208 -0.595 -2.093 -0.0625 -0.0001 0.1698
C -1.097 1.250 -0.209 -0.3516 0.0715 -0.0141
C 0.581 0.082 -0.097 0.2713 -0.1445 0.1073
O -1.541 -0.925 1.056 -0.1258 -0.0202 0.0003
C -0.087 -0.870 -1.046 -0.0354 -0.0783 -0.1058
H -1.360 1.783 0.712 0.0283 -0.0207 -0.1472
H -2.426 -1.126 0.724 0.1187 -0.1214 0.0901
H 1.960 -1.100 1.069 -0.0842 0.0907 -0.0823
H 0.110 -1.923 -0.853 0.0262 0.1905 0.0008
H -1.757 1.553 -1.030 0.0883 -0.0722 0.0617
C -0.880 -0.223 0.069 0.1272 0.1929 -0.0615
H 2.697 0.133 0.026 -0.0897 -0.0516 0.0882
```
Positions in Å, forces in eV/Å.

HOMO energy (hartree): -0.3389
Max |F| (eV/A): 0.4
Relative energy (zero: lowest compared OMol25 entry of this formula, charge and spin) (kcal/mol): 56.8

---

- Which of these has the lowest relative energy (zero: lowest compared OMol25 entry of this formula, charge and spin)?
  C20H20N3O5S2SeV